ORCA calculation (the ωB97M-V functional and the def2-TZVPD basis) on a cluster of 2 separate species, C5H12O in total at a distorted geometry.

The value obtained for the energy above the lowest of the compared OMol25 structures with the same formula, charge and spin is 221.11 kJ/mol. As for the HOMO energy: -8.02 eV. The calculation puts the gap between HOMO and LUMO at 8.8 eV.

```
! RIJCOSX wB97M-V def2-TZVPD def2/J DEFGRID3
* xyz 0 1
C 0.86 2.03 -0.53
C -0.31 1.54 0.40
C -0.99 0.31 0.38
C -1.74 -0.45 1.45
C -1.13 -0.33 -0.96
H 1.39 2.88 -0.16
H 0.71 2.09 -1.62
H 1.59 1.23 -0.40
H -0.64 2.30 1.15
H -2.66 -0.73 0.94
H -1.41 -1.48 1.69
H -1.87 0.08 2.44
H -1.67 -1.39 -0.80
H -1.84 0.22 -1.56
H -0.17 -0.41 -1.51
O 2.90 -2.54 -0.49
H 3.15 -3.09 0.31
H 3.84 -2.25 -0.74
*
```

***

ORCA calculation (the ωB97M-V functional and the def2-TZVPD basis) on a structure of composition C15H31N6O3SV.

The value obtained for the energy above the lowest of the compared OMol25 structures with the same formula, charge and spin is 64.32 kJ/mol. As for the HOMO energy: -21.32 eV. The calculation puts the gap between HOMO and LUMO at 6.5 eV.

```
! RIJCOSX wB97M-V def2-TZVPD def2/J DEFGRID3
* xyz 4 1
V -0.15 0.02 0.75
N -0.31 -1.81 2.01
C -1.70 -2.00 2.51
C -2.35 -0.65 2.56
O -3.39 -0.36 3.05
N -1.57 0.37 1.85
C -2.17 1.69 1.94
C -1.41 2.65 1.08
O -1.39 3.72 0.73
O -0.22 1.62 0.46
H -0.03 -2.65 1.50
H 0.31 -1.76 2.82
H -1.73 -2.46 3.49
H -2.26 -2.64 1.82
H -2.19 2.08 2.97
H -3.22 1.71 1.60
C -3.47 -2.17 -1.86
N -2.87 -1.12 -2.70
C -3.39 -1.10 -4.10
C -1.91 -0.31 -2.33
S -0.78 -1.02 -1.05
N -1.67 0.88 -2.83
C -0.34 1.46 -3.02
C -2.77 1.71 -3.40
H -4.55 -2.15 -2.03
H -3.29 -1.97 -0.81
H -3.08 -3.14 -2.15
H -3.48 -2.15 -4.40
H -2.68 -0.60 -4.75
H -4.37 -0.63 -4.14
H 0.43 0.78 -2.65
H -0.28 2.43 -2.52
H -0.18 1.61 -4.09
H -3.73 1.36 -3.02
H -2.76 1.67 -4.49
H -2.60 2.73 -3.08
C 3.81 0.95 2.59
C 2.32 0.56 2.51
N 2.00 -0.03 1.16
C 2.70 -1.36 1.06
C 4.16 -1.24 1.54
N 4.53 0.21 1.50
C 4.16 0.78 0.16
C 2.62 0.87 0.12
H 4.24 0.67 3.55
H 3.97 2.02 2.43
H 1.70 1.44 2.67
H 2.07 -0.18 3.27
H 2.65 -1.69 0.02
H 2.20 -2.10 1.68
H 4.84 -1.79 0.89
H 4.30 -1.59 2.56
H 5.54 0.31 1.64
H 4.57 0.12 -0.60
H 4.62 1.76 0.06
H 2.27 0.58 -0.87
H 2.28 1.89 0.32
*
```

***

ORCA calculation (the ωB97M-V functional and the def2-TZVPD basis) on a cluster of 5 separate species, C27H75FN16O6P4 in total at a distorted geometry.

As for the HOMO energy: -7.43 eV. The calculation puts the gap between HOMO and LUMO at 6.3 eV.

```
! RIJCOSX wB97M-V def2-TZVPD def2/J DEFGRID3
* xyz 0 1
O 1.30 -0.02 0.66
C 1.80 0.33 -0.40
O 1.50 1.41 -1.06
N 2.87 -0.51 -1.07
C 2.54 -1.52 -1.93
N 3.79 -2.05 -2.34
C 4.75 -1.29 -1.71
N 6.09 -1.37 -1.78
F 6.80 -0.46 -1.07
N 4.18 -0.30 -0.89
H 1.52 -1.85 -2.25
H 6.51 -2.09 -2.36
H 4.62 0.40 -0.30
O 9.98 1.26 -3.12
P 10.37 2.63 -2.55
N 8.87 2.84 -1.74
C 8.08 4.03 -1.57
C 8.67 1.95 -0.59
N 10.40 3.38 -4.11
C 9.17 3.85 -4.74
C 11.17 2.63 -5.11
N 10.98 4.14 -1.88
C 11.47 4.08 -0.51
C 10.95 5.48 -2.43
H 8.45 4.68 -0.76
H 7.04 3.77 -1.32
H 8.00 4.63 -2.47
H 9.15 2.35 0.31
H 9.09 0.96 -0.78
H 7.61 1.81 -0.38
H 8.36 3.11 -4.69
H 9.33 4.11 -5.79
H 8.84 4.79 -4.28
H 10.59 1.80 -5.53
H 12.08 2.22 -4.67
H 11.48 3.28 -5.93
H 10.74 4.49 0.20
H 12.41 4.63 -0.39
H 11.68 3.05 -0.21
H 9.95 5.90 -2.44
H 11.36 5.52 -3.44
H 11.57 6.16 -1.84
O 0.62 -3.77 5.08
P -0.34 -2.84 4.33
N -0.12 -1.56 5.45
C -1.10 -0.62 5.96
C 1.19 -0.92 5.41
N -1.72 -3.82 4.69
C -2.41 -3.71 5.97
C -1.53 -5.24 4.40
N -1.38 -1.84 3.33
C -0.70 -0.90 2.44
C -2.82 -1.71 3.33
H -1.30 0.20 5.26
H -0.73 -0.16 6.89
H -2.04 -1.08 6.24
H 1.24 -0.17 4.61
H 1.98 -1.65 5.22
H 1.43 -0.44 6.36
H -1.71 -3.72 6.82
H -3.12 -4.53 6.11
H -3.02 -2.81 6.00
H -0.97 -5.76 5.19
H -0.97 -5.37 3.46
H -2.49 -5.75 4.27
H -0.73 0.12 2.85
H -1.15 -0.89 1.45
H 0.35 -1.18 2.31
H -3.18 -1.18 4.22
H -3.32 -2.67 3.26
H -3.16 -1.14 2.47
O -2.22 1.60 -5.64
P -2.12 2.71 -4.59
N -2.26 1.61 -3.28
C -2.96 1.76 -2.02
C -1.09 0.75 -3.08
N -3.65 3.40 -5.04
C -4.90 2.86 -4.53
C -3.79 3.62 -6.48
N -1.90 4.05 -3.48
C -0.56 4.21 -2.93
C -2.88 4.96 -2.92
H -2.40 2.36 -1.29
H -3.14 0.78 -1.56
H -3.95 2.20 -2.13
H -0.31 1.26 -2.51
H -0.66 0.44 -4.03
H -1.36 -0.18 -2.56
H -4.95 1.76 -4.62
H -5.76 3.27 -5.07
H -5.06 3.15 -3.50
H -4.07 2.70 -7.01
H -2.85 3.99 -6.91
H -4.55 4.38 -6.68
H -0.50 3.83 -1.90
H -0.25 5.26 -2.93
H 0.17 3.67 -3.53
H -3.52 4.48 -2.18
H -3.50 5.42 -3.68
H -2.39 5.80 -2.40
O -5.74 -3.53 1.06
P -7.06 -4.17 1.48
N -7.89 -2.66 1.51
C -8.90 -2.18 2.43
C -8.12 -2.06 0.19
N -6.46 -4.62 3.04
C -6.42 -3.67 4.14
C -5.17 -5.32 2.99
N -8.55 -5.02 1.87
C -9.46 -5.27 0.76
C -9.08 -5.43 3.16
H -9.90 -2.58 2.21
H -8.97 -1.09 2.38
H -8.67 -2.40 3.47
H -9.01 -2.49 -0.29
H -7.27 -2.24 -0.48
H -8.24 -0.98 0.26
H -5.99 -2.70 3.84
H -5.83 -4.05 4.98
H -7.42 -3.52 4.56
H -4.34 -4.62 2.88
H -5.15 -6.02 2.15
H -5.02 -5.91 3.90
H -10.30 -4.56 0.77
H -9.86 -6.29 0.78
H -8.94 -5.16 -0.20
H -9.44 -4.57 3.74
H -8.36 -5.98 3.75
H -9.94 -6.10 3.04
*
```

***

ORCA calculation (the ωB97M-V functional and the def2-TZVPD basis) on a cluster of 3 separate species, C3H9N3O2 in total at a distorted geometry.

The value obtained for the energy above the lowest of the compared OMol25 structures with the same formula, charge and spin is 747.31 kJ/mol. As for the HOMO energy (alpha / beta): -9.49 / -9.24 eV. The calculation puts the gap between HOMO and LUMO (alpha / beta) at 9.6 / 8.6 eV.

```
! RIJCOSX wB97M-V def2-TZVPD def2/J DEFGRID3
* xyz 0 1
C -1.04 0.99 -0.83
C 0.67 0.99 1.07
C 0.39 0.74 -0.39
N 1.14 0.08 -1.12
N 3.07 -0.27 0.03
N -2.41 -1.85 -0.23
O 3.12 -1.20 0.76
O 3.77 0.63 -0.23
H -1.34 0.70 -1.74
H -1.62 0.40 -0.16
H -1.14 1.99 -0.88
H -0.31 1.03 1.69
H 1.03 1.95 1.19
H 1.43 0.31 1.57
H -2.34 -2.22 0.71
H -2.94 -2.44 -0.84
H -1.47 -1.82 -0.59
*
```

***

no.,M (g mol⁻¹),E (eV)
1,88.15,-7425.0197
2,426.46,-67621.8993
3,862.90,-105199.1439
4,119.12,-11816.3140